# 1
This record from the Open Molecules 2025 dataset describes a cluster of 2 separate species, Br2H2O2Si in total in a non-equilibrium geometry. The level of theory is ωB97M-V with the def2-TZVPD basis set.

XYZ file:
```
7
Properties=species:S:1:pos:R:3:mulliken_charge:R:1
O 0.637 -0.655 -1.130 -0.38
O 0.405 0.958 1.095 -0.36
Si 0.424 -0.475 0.433 0.65
Br -2.973 0.669 -0.476 -0.67
Br 1.289 -2.053 1.528 -0.04
H 0.319 -0.103 -1.874 0.41
H -0.100 1.659 0.424 0.40
```

Computed properties:
M	221.9	g/mol
HOMO level	-8.308	eV
relative energy (zero: lowest compared OMol25 entry of this formula, charge and spin)	3.563	eV
frontier orbital gap	6.29	eV

# 2
This record from the Open Molecules 2025 dataset describes the molecule Br2H4Si2 in a non-equilibrium geometry. The level of theory is ωB97M-V with the def2-TZVPD basis set.

XYZ file:
```
8
Properties=species:S:1:pos:R:3:mulliken_charge:R:1
Si 0.244 -0.173 0.463 0.24
Si -1.991 -0.425 -0.438 0.48
Br -3.372 0.381 1.086 -0.21
Br -2.513 -2.511 -1.058 -0.22
H 1.392 -0.355 -0.505 -0.07
H 0.365 -1.447 1.250 -0.08
H -2.502 0.205 -1.588 -0.12
H 0.388 0.877 1.663 -0.03
```

Computed properties:
M	220.0	g/mol
HOMO level	-10.230	eV
relative energy (zero: lowest compared OMol25 entry of this formula, charge and spin)	0.531	eV
frontier orbital gap	10.27	eV

# 3
This record from the Open Molecules 2025 dataset describes a structure of composition Br2H8MnO4 in a non-equilibrium geometry. The level of theory is ωB97M-V with the def2-TZVPD basis set.

XYZ file:
```
15
Properties=species:S:1:pos:R:3:mulliken_charge:R:1
Mn 0.451 -0.795 -0.076 1.09
Br 3.742 -2.498 -1.660 -0.65
Br -0.944 -3.859 1.506 -0.54
O 1.783 0.269 2.801 -0.59
H 1.843 1.186 3.068 0.30
H 2.053 -0.225 3.575 0.30
O -1.432 -1.649 -2.736 -0.61
H -1.570 -1.252 -3.596 0.30
H -2.291 -1.991 -2.488 0.32
O 0.997 1.939 -1.586 -0.57
H 0.877 2.739 -1.074 0.31
H 1.063 2.241 -2.492 0.30
O -1.916 1.135 1.361 -0.59
H -2.082 0.974 2.290 0.32
H -2.573 1.784 1.108 0.29
```

Computed properties:
M	286.8	g/mol
HOMO level (spin up / spin down)	-7.784 / -7.817	eV
relative energy (zero: lowest compared OMol25 entry of this formula, charge and spin)	6.866	eV
2S+1	6
expectation value of S²	8.89
frontier orbital gap (spin up / spin down)	4.39 / 4.74	eV

# 4
This record from the Open Molecules 2025 dataset describes a cluster of 2 separate species, Br2HOP in total in a non-equilibrium geometry. The level of theory is ωB97M-V with the def2-TZVPD basis set.

XYZ file:
```
5
Properties=species:S:1:pos:R:3:mulliken_charge:R:1
O -0.461 1.368 0.900 -0.28
P 0.465 2.051 0.052 0.49
Br -1.464 -1.454 -0.381 -0.19
Br 2.314 0.673 -0.154 -0.20
H -0.854 -2.638 -0.417 0.18
```

Computed properties:
M	207.8	g/mol
HOMO level	-10.533	eV
relative energy (zero: lowest compared OMol25 entry of this formula, charge and spin)	1.150	eV
frontier orbital gap	9.24	eV

# 5
This record from the Open Molecules 2025 dataset describes a cluster of 2 separate species, Br3H2PSi in total in a non-equilibrium geometry. The level of theory is ωB97M-V with the def2-TZVPD basis set.

XYZ file:
```
7
Properties=species:S:1:pos:R:3:mulliken_charge:R:1
Si -3.248 -0.020 0.045 0.45
P -0.049 -0.834 -0.122 -0.11
Br -4.022 -0.334 2.170 -0.18
Br -3.927 1.896 -0.812 -0.17
Br -4.354 -1.434 -1.267 -0.18
H -0.415 -2.202 0.402 0.10
H 0.074 -0.014 1.064 0.09
```

Computed properties:
M	300.8	g/mol
HOMO level (spin up / spin down)	-8.916 / -9.176	eV
relative energy (zero: lowest compared OMol25 entry of this formula, charge and spin)	2.055	eV
frontier orbital gap (spin up / spin down)	6.90 / 6.88	eV

# 6
This record from the Open Molecules 2025 dataset describes the molecule Br3H3Si2 in a non-equilibrium geometry. The level of theory is ωB97M-V with the def2-TZVPD basis set.

XYZ file:
```
8
Properties=species:S:1:pos:R:3:mulliken_charge:R:1
Si 1.090 -0.110 0.653 0.40
Si -1.081 -0.229 -0.860 0.35
Br 2.833 -1.178 -0.275 -0.21
Br 1.698 2.054 0.778 -0.19
Br -2.320 0.602 0.997 -0.24
H -2.154 -1.340 -1.356 -0.04
H 0.702 -0.232 2.146 -0.01
H -0.768 0.434 -2.083 -0.07
```

Computed properties:
M	298.9	g/mol
HOMO level	-9.695	eV
relative energy (zero: lowest compared OMol25 entry of this formula, charge and spin)	1.195	eV
frontier orbital gap	9.12	eV

# 7
This record from the Open Molecules 2025 dataset describes a structure of composition Br3HOP. The level of theory is ωB97M-V with the def2-TZVPD basis set.

XYZ file:
```
6
Properties=species:S:1:pos:R:3:mulliken_charge:R:1
O 0.490 0.578 -0.139 -0.31
P 1.182 1.491 0.895 0.62
Br 1.435 3.359 -0.134 0.15
Br 3.597 -0.166 0.193 0.14
Br 5.614 -1.079 -0.174 -0.03
H 0.467 -0.395 -0.126 0.42
```

Computed properties:
M	287.7	g/mol
HOMO level	-14.082	eV
relative energy (zero: lowest compared OMol25 entry of this formula, charge and spin)	0.909	eV
net charge	+1
frontier orbital gap	6.56	eV

# 8
This record from the Open Molecules 2025 dataset describes a cluster of 2 separate species, Br3HOSi in total in a non-equilibrium geometry. The level of theory is ωB97M-V with the def2-TZVPD basis set.

XYZ file:
```
6
Properties=species:S:1:pos:R:3:mulliken_charge:R:1
O -0.422 -0.250 1.180 -0.34
Si -3.598 0.031 -0.057 0.48
Br -4.138 1.052 1.788 -0.12
Br -4.267 -2.079 -0.215 -0.16
Br -4.019 1.027 -1.980 -0.16
H 0.130 -0.997 1.479 0.31
```

Computed properties:
M	284.8	g/mol
HOMO level (spin up / spin down)	-10.830 / -7.990	eV
relative energy (zero: lowest compared OMol25 entry of this formula, charge and spin)	5.531	eV
frontier orbital gap (spin up / spin down)	9.32 / 5.84	eV

# 9
This record from the Open Molecules 2025 dataset describes a cluster of 2 separate species, Br5HSi2 in total in a non-equilibrium geometry. The level of theory is ωB97M-V with the def2-TZVPD basis set.

XYZ file:
```
8
Properties=species:S:1:pos:R:3:mulliken_charge:R:1
Si -1.265 0.190 -0.971 0.23
Si 0.352 0.784 0.551 0.53
Br -2.973 1.691 -1.277 -0.19
Br 2.541 -4.103 -0.183 -0.02
Br -0.123 0.789 2.759 -0.20
Br 1.968 -0.706 0.295 -0.16
Br 1.335 2.684 -0.074 -0.19
H -1.835 -1.329 -1.100 0.01
```

Computed properties:
M	456.7	g/mol
HOMO level (spin up / spin down)	-10.679 / -8.412	eV
relative energy (zero: lowest compared OMol25 entry of this formula, charge and spin)	4.087	eV
frontier orbital gap (spin up / spin down)	8.69 / 4.77	eV

# 10
This record from the Open Molecules 2025 dataset describes a structure of composition BrCdH8O4. The level of theory is ωB97M-V with the def2-TZVPD basis set.

XYZ file:
```
14
Properties=species:S:1:pos:R:3:mulliken_charge:R:1
Cd 0.284 -3.463 -0.635 0.54
Br 0.701 -0.848 -0.206 -0.57
O 3.119 1.119 1.425 -0.59
H 3.668 0.618 2.028 0.31
H 2.658 0.455 0.912 0.26
O -0.681 1.565 1.942 -0.60
H -0.130 1.246 1.227 0.25
H -0.607 0.893 2.620 0.33
O -2.909 -1.026 0.195 -0.61
H -3.507 -0.330 0.467 0.31
H -2.081 -0.577 0.021 0.34
O -0.302 -0.127 -3.609 -0.61
H -0.164 -0.316 -2.681 0.32
H -0.051 0.792 -3.706 0.31
```

Computed properties:
M	264.4	g/mol
HOMO level (spin up / spin down)	-9.326 / -10.741	eV
relative energy (zero: lowest compared OMol25 entry of this formula, charge and spin)	0.000	eV
2S+1	2
expectation value of S²	0.75
frontier orbital gap (spin up / spin down)	9.12 / 7.53	eV

# 11
This record from the Open Molecules 2025 dataset describes a cluster of 2 separate species, BrCl2FSi in total in a non-equilibrium geometry. The level of theory is ωB97M-V with the def2-TZVPD basis set.

XYZ file:
```
5
Properties=species:S:1:pos:R:3:mulliken_charge:R:1
F -0.726 2.653 -0.162 -0.76
Si 0.198 -1.390 0.102 0.72
Cl -0.930 0.139 0.275 0.16
Cl 1.497 -1.902 -1.362 -0.07
Br 0.929 -2.286 1.979 -0.06
```

Computed properties:
M	197.9	g/mol
HOMO level (spin up / spin down)	-8.348 / -8.369	eV
relative energy (zero: lowest compared OMol25 entry of this formula, charge and spin)	6.654	eV
frontier orbital gap (spin up / spin down)	5.07 / 5.09	eV

# 12
This record from the Open Molecules 2025 dataset describes a cluster of 2 separate species, BrClFHSi in total. The level of theory is ωB97M-V with the def2-TZVPD basis set.

XYZ file:
```
5
Properties=species:S:1:pos:R:3:mulliken_charge:R:1
F -1.370 0.687 1.274 -0.17
Si -1.098 -0.912 1.252 0.40
Cl 2.217 0.540 -0.329 -0.25
Br -0.991 -1.085 -1.046 -0.22
H 1.241 0.769 -1.151 0.24
```

Computed properties:
M	163.4	g/mol
HOMO level	-10.211	eV
relative energy (zero: lowest compared OMol25 entry of this formula, charge and spin)	2.152	eV
frontier orbital gap	9.31	eV

The following total energy values (in a.u.) correspond, in order, to the records above: -5589.2742 -5729.4509 -6604.6555 -5565.2446 -8354.1273 -8302.8937 -8138.9421 -8087.3705 -13449.7383 -3047.4921 -3883.7274 -3424.2407.